1.
This record from OMol25 describes a structure of composition Cl2Hg4O12S. The level of theory is ωB97M-V/def2-TZVPD.

Its charge is +4. Its orbital gap is 1.98 eV. The calculation puts the HOMO energy at -21.22 eV. The value obtained for the total energy is -2832.2342 hartree. The energy above the lowest of the compared OMol25 structures with the same formula, charge and spin is 0.0000 eV.

Element x y z (Å)
Hg -13.823 -14.651 -21.675
Hg -14.402 -9.385 -16.681
Hg -9.524 -12.478 -17.891
Hg -14.090 -14.506 -14.869
S -11.029 -9.266 -16.782
O -11.022 -9.323 -15.374
O -12.424 -9.003 -17.255
O -10.052 -8.404 -17.362
O -10.661 -10.640 -17.241
Cl -17.156 -15.293 -16.478
O -16.732 -14.390 -15.459
O -18.082 -14.633 -17.324
O -15.976 -15.483 -17.180
O -17.709 -16.479 -15.882
Cl -13.656 -12.607 -18.781
O -13.929 -11.223 -18.497
O -14.052 -13.210 -17.484
O -14.198 -13.149 -19.928
O -12.264 -12.847 -18.966

Results of the Löwdin charge analysis, in e, for atoms 1 through 8: atom 1 (Hg): 1.619, atom 2 (Hg): 1.540, atom 3 (Hg): 1.475, atom 4 (Hg): 1.289, atom 5 (S): 0.278, atom 6 (O): -0.143, atom 7 (O): -0.430, atom 8 (O): -0.104

***

2.
This record from OMol25 describes the ion C6H9BrO3P with charge -1. The level of theory is ωB97M-V/def2-TZVPD.

Its charge is -1. Its orbital gap is 8.44 eV. The calculation puts the HOMO energy at -5.41 eV. The value obtained for the total energy is -3375.2031 hartree. As for the structure (SMILES): C=C(CC)/C(Br)=C\[P@@](=O)([O-])O.

Element x y z (Å)
C 0.708 1.679 -1.075
C 0.846 0.544 -0.351
C 1.665 0.445 0.822
C 1.122 -0.539 1.864
C 0.379 -0.667 -0.982
Br 1.988 -1.897 -1.496
C -0.806 -1.108 -1.130
P -2.203 -0.337 -0.192
O -2.889 -1.563 0.306
O -1.645 0.759 0.629
O -3.333 0.291 -1.210
H -0.045 1.723 -1.915
H 1.026 2.530 -0.566
H 2.753 -0.056 0.606
H 1.845 1.475 1.192
H 1.619 -0.547 2.901
H 1.011 -1.508 1.372
H 0.151 -0.246 2.265
H -1.257 -2.019 -1.585
H -2.936 1.041 -1.455

Results of the Löwdin charge analysis, in e, for atoms 1 through 8: atom 1 (C): 0.070, atom 2 (C): -0.471, atom 3 (C): -0.268, atom 4 (C): -0.119, atom 5 (C): -0.588, atom 6 (Br): 0.503, atom 7 (C): -0.168, atom 8 (P): 0.239

***

3.
This record from OMol25 describes a structure of composition C15H20BaN2O2. The level of theory is ωB97M-V/def2-TZVPD.

Its orbital gap (spin up / spin down) is 6.25 / 3.97 eV. The calculation puts the HOMO energy (spin up / spin down) at -7.38 / -5.15 eV. The value obtained for the total energy is -868.7824 hartree. The energy above the lowest of the compared OMol25 structures with the same formula, charge and spin is 5.8068 eV.

Element x y z (Å)
C -0.887 1.735 2.569
C -0.897 -1.627 2.695
H 0.215 1.857 2.588
H -1.375 1.028 3.261
H -1.465 2.325 1.831
H -0.539 -2.412 1.999
H -0.127 -1.084 3.282
H -1.967 -1.376 2.772
C -0.088 2.749 -0.804
C 0.296 3.543 -1.913
C 0.509 2.864 -3.117
C 0.400 1.487 -3.306
H -0.282 3.089 0.242
H 0.380 4.615 -1.746
H 0.793 3.436 -3.982
H 0.570 0.925 -4.212
N -0.305 1.426 -1.028
C 0.005 0.747 -2.163
C -0.136 -0.793 -2.182
N -0.448 -1.448 -1.032
C -0.535 -2.789 -0.862
C -0.103 -2.939 -3.207
C -0.375 -3.603 -2.007
H -0.749 -3.120 0.183
H -0.485 -4.676 -1.865
C 0.033 -1.560 -3.361
H 0.240 -1.010 -4.267
H 0.016 -3.526 -4.099
Ba -0.046 -0.038 0.920
C -2.922 0.035 0.608
H -3.036 -1.056 0.514
H -2.926 0.626 -0.318
H -3.163 0.523 1.563
C 2.523 0.026 3.528
C 3.111 -0.016 2.128
O 4.308 -0.026 1.957
O 2.267 -0.042 1.148
H 3.352 0.069 4.224
H 1.941 -0.866 3.760
H 1.897 0.903 3.697

Results of the Löwdin charge analysis, in e, for atoms 1 through 8: atom 1 (C): -0.288, atom 2 (C): -0.286, atom 3 (H): -0.055, atom 4 (H): -0.019, atom 5 (H): -0.041, atom 6 (H): -0.057, atom 7 (H): -0.052, atom 8 (H): -0.025

***

4.
This record from OMol25 describes a cluster of 2 separate species, C4H8S2 in total. The level of theory is ωB97M-V/def2-TZVPD.

Its orbital gap is 9.23 eV. The calculation puts the HOMO energy at -8.60 eV. The value obtained for the total energy is -953.4024 hartree. The energy above the lowest of the compared OMol25 structures with the same formula, charge and spin is 5.0121 eV.

Element x y z (Å)
C -3.035 0.090 -0.284
C -0.357 -0.183 0.101
C 2.090 -0.101 0.120
C 3.412 -0.092 -0.011
H -4.161 -0.302 -0.423
H -3.337 0.925 0.433
H -2.681 0.719 -1.145
H -0.617 0.554 -0.762
H -0.078 0.356 1.223
H 1.327 0.843 0.961
H 4.037 0.795 0.146
H 4.179 -1.040 -0.496
S -1.817 -1.134 0.264
S 1.037 -1.429 -0.128

Results of the Löwdin charge analysis, in e, for atoms 1 through 8: atom 1 (C): -0.468, atom 2 (C): -0.891, atom 3 (C): -0.657, atom 4 (C): -0.147, atom 5 (H): 0.083, atom 6 (H): 0.043, atom 7 (H): 0.033, atom 8 (H): 0.076

***

5.
This record from OMol25 describes a cluster of 2 separate species, CH4N2OS in total. The level of theory is ωB97M-V/def2-TZVPD.

Its orbital gap is 9.40 eV. The calculation puts the HOMO energy at -8.95 eV. The value obtained for the total energy is -623.2841 hartree. The energy above the lowest of the compared OMol25 structures with the same formula, charge and spin is 4.7651 eV.

Element x y z (Å)
C 1.493 0.079 0.261
N 1.679 1.169 -0.146
N -1.275 -1.313 0.318
O -1.173 -0.250 -0.640
S -1.894 1.160 0.043
H -1.028 2.005 -0.669
H 1.379 2.067 -0.577
H -0.281 -1.431 0.709
H -1.418 -2.225 -0.168

Results of the Löwdin charge analysis, in e, for atoms 1 through 8: atom 1 (C): -0.036, atom 2 (N): 0.040, atom 3 (N): -0.097, atom 4 (O): -0.714, atom 5 (S): 0.720, atom 6 (H): -0.138, atom 7 (H): 0.094, atom 8 (H): 0.043

***

6.
This record from OMol25 describes a structure of composition C24H59I2N6O2P2S. The level of theory is ωB97M-V/def2-TZVPD.

Its charge is +1. Its orbital gap is 5.67 eV. The calculation puts the HOMO energy at -9.48 eV. The value obtained for the total energy is -3104.6402 hartree.

Element x y z (Å)
C 2.060 0.661 -1.340
C 2.664 -0.757 -1.051
C 1.588 -1.761 -0.525
C 1.232 -2.857 -1.558
C 0.172 -2.439 -2.610
C -1.158 -1.937 -2.016
C -2.029 -3.085 -1.422
C -3.007 -2.575 -0.344
C -4.133 -1.686 -0.952
S -4.314 -0.045 -0.116
C -3.801 1.134 -1.361
I -5.106 1.203 -3.055
C -2.728 1.903 -1.307
C -2.300 2.858 -2.406
I -1.469 1.847 0.404
H 2.730 1.472 -1.036
H 1.715 0.753 -2.379
H 1.166 0.734 -0.700
H 3.164 -1.113 -1.958
H 3.361 -0.606 -0.217
H 0.707 -1.252 -0.109
H 2.055 -2.286 0.325
H 2.169 -3.148 -2.051
H 0.846 -3.747 -1.036
H -0.031 -3.334 -3.222
H 0.594 -1.670 -3.273
H -1.035 -1.188 -1.217
H -1.719 -1.445 -2.832
H -1.330 -3.786 -0.941
H -2.542 -3.641 -2.220
H -3.491 -3.448 0.117
H -2.451 -2.061 0.453
H -5.123 -2.150 -0.921
H -3.854 -1.483 -1.995
H -3.403 -0.112 0.896
H -3.149 3.298 -2.934
H -1.769 2.225 -3.141
H -1.568 3.588 -2.052
O 3.905 3.679 -1.666
P 4.497 4.447 -2.848
N 5.753 5.259 -2.000
C 5.511 6.178 -0.900
C 6.890 4.381 -1.709
N 3.043 5.354 -3.161
C 2.776 6.676 -2.640
C 1.822 4.557 -3.103
N 5.121 5.143 -4.322
C 5.880 6.361 -4.500
C 4.737 4.493 -5.570
H 6.442 6.676 -0.621
H 5.106 5.680 -0.011
H 4.840 6.985 -1.182
H 7.428 4.154 -2.635
H 6.568 3.436 -1.258
H 7.601 4.853 -1.033
H 2.663 6.675 -1.547
H 1.852 7.074 -3.068
H 3.551 7.389 -2.924
H 1.469 4.416 -2.070
H 1.984 3.571 -3.540
H 1.025 5.034 -3.681
H 5.629 7.127 -3.770
H 5.677 6.789 -5.486
H 6.958 6.177 -4.437
H 3.880 5.003 -6.027
H 4.454 3.454 -5.395
H 5.561 4.480 -6.287
O -2.232 -5.376 6.420
P -2.657 -4.358 5.381
N -4.148 -3.868 6.080
C -5.275 -4.769 6.265
C -3.961 -3.010 7.253
N -2.725 -5.455 4.038
C -3.937 -6.089 3.565
C -1.628 -6.427 3.998
N -2.829 -3.037 4.245
C -4.035 -2.392 3.792
C -1.623 -2.596 3.560
H -6.152 -4.204 6.589
H -5.076 -5.552 7.006
H -5.578 -5.241 5.333
H -3.590 -2.028 6.939
H -3.241 -3.438 7.958
H -4.897 -2.844 7.785
H -4.349 -6.795 4.298
H -3.741 -6.645 2.645
H -4.702 -5.355 3.300
H -1.810 -7.282 4.659
H -0.689 -5.963 4.302
H -1.486 -6.797 2.980
H -4.897 -3.057 3.763
H -3.905 -2.012 2.772
H -4.290 -1.538 4.431
H -1.541 -3.064 2.568
H -0.732 -2.866 4.128
H -1.603 -1.508 3.439

Results of the Löwdin charge analysis, in e, for atoms 1 through 8: atom 1 (C): -0.110, atom 2 (C): -0.220, atom 3 (C): -0.212, atom 4 (C): -0.203, atom 5 (C): -0.191, atom 6 (C): -0.209, atom 7 (C): -0.187, atom 8 (C): -0.234

***

7.
This record from OMol25 describes a structure of composition C9H12N5. The level of theory is ωB97M-V/def2-TZVPD.

Its charge is +1. Its orbital gap is 8.49 eV. The calculation puts the HOMO energy at -12.81 eV. The value obtained for the total energy is -623.6067 hartree. The energy above the lowest of the compared OMol25 structures with the same formula, charge and spin is 2.1658 eV.

Element x y z (Å)
C -2.688 -1.445 -0.379
C -1.449 -1.117 0.194
C -3.568 -0.337 -0.616
C -1.985 1.225 -0.139
C -1.003 0.193 0.108
C 1.734 -1.013 -1.061
C 2.095 -1.453 1.081
C 1.247 0.466 -0.878
C 0.403 0.591 0.422
N -3.184 0.899 -0.527
N 2.266 -1.711 -0.203
N 0.999 -0.949 1.492
N 2.305 1.436 -0.981
N 0.690 1.621 1.245
H -3.063 -2.371 -0.649
H -0.912 -1.799 0.752
H -4.554 -0.517 -0.894
H -1.747 2.316 -0.049
H 1.784 -1.376 -2.121
H 2.922 -1.734 1.754
H 0.387 0.574 -1.649
H 1.008 -0.912 2.517
H 2.741 1.292 -1.874
H 1.892 2.348 -0.851
H 1.655 1.942 1.306
H 0.025 1.828 1.997

Results of the Löwdin charge analysis, in e, for atoms 1 through 8: atom 1 (C): 0.026, atom 2 (C): -0.010, atom 3 (C): -0.101, atom 4 (C): -0.076, atom 5 (C): -0.169, atom 6 (C): -0.037, atom 7 (C): -0.197, atom 8 (C): -0.282

***

8.
This record from OMol25 describes an isolated molecule of C2H7N2O2PS. The level of theory is ωB97M-V/def2-TZVPD.

Its orbital gap is 9.77 eV. The calculation puts the HOMO energy at -9.64 eV. The value obtained for the total energy is -1079.9802 hartree. The energy above the lowest of the compared OMol25 structures with the same formula, charge and spin is 1.2263 eV. As for the structure (SMILES): [H]/N=C(/C)O[P@](N)(O)=S.

Element x y z (Å)
H 0.206 1.197 1.285
N 1.079 1.323 0.826
C 1.223 0.559 -0.166
C 2.405 0.665 -1.092
O 0.319 -0.369 -0.539
P -1.616 -0.447 -0.024
N -1.680 -0.426 1.628
O -1.730 -2.014 -0.348
S -2.736 0.796 -0.971
H 1.932 0.552 -2.061
H 2.895 1.720 -1.031
H 3.023 -0.220 -0.790
H -2.493 0.165 1.979
H -1.824 -1.240 2.160
H -1.002 -2.263 -0.859

Results of the Löwdin charge analysis, in e, for atoms 1 through 8: atom 1 (H): -0.002, atom 2 (N): 0.135, atom 3 (C): -0.622, atom 4 (C): -0.031, atom 5 (O): -0.209, atom 6 (P): 0.262, atom 7 (N): -0.107, atom 8 (O): -0.175

***

Please write out number 4 again, unchanged.
This record from OMol25 describes a cluster of 2 separate species, C4H8S2 in total. The level of theory is ωB97M-V/def2-TZVPD.

Its orbital gap is 9.23 eV. The calculation puts the HOMO energy at -8.60 eV. The value obtained for the total energy is -953.4024 hartree. The energy above the lowest of the compared OMol25 structures with the same formula, charge and spin is 5.0121 eV.

Element x y z (Å)
C -3.035 0.090 -0.284
C -0.357 -0.183 0.101
C 2.090 -0.101 0.120
C 3.412 -0.092 -0.011
H -4.161 -0.302 -0.423
H -3.337 0.925 0.433
H -2.681 0.719 -1.145
H -0.617 0.554 -0.762
H -0.078 0.356 1.223
H 1.327 0.843 0.961
H 4.037 0.795 0.146
H 4.179 -1.040 -0.496
S -1.817 -1.134 0.264
S 1.037 -1.429 -0.128

Results of the Löwdin charge analysis, in e, for atoms 1 through 8: atom 1 (C): -0.468, atom 2 (C): -0.891, atom 3 (C): -0.657, atom 4 (C): -0.147, atom 5 (H): 0.083, atom 6 (H): 0.043, atom 7 (H): 0.033, atom 8 (H): 0.076

***

What did the fifth record say?
This record from OMol25 describes a cluster of 2 separate species, CH4N2OS in total. The level of theory is ωB97M-V/def2-TZVPD.

Its orbital gap is 9.40 eV. The calculation puts the HOMO energy at -8.95 eV. The value obtained for the total energy is -623.2841 hartree. The energy above the lowest of the compared OMol25 structures with the same formula, charge and spin is 4.7651 eV.

Element x y z (Å)
C 1.493 0.079 0.261
N 1.679 1.169 -0.146
N -1.275 -1.313 0.318
O -1.173 -0.250 -0.640
S -1.894 1.160 0.043
H -1.028 2.005 -0.669
H 1.379 2.067 -0.577
H -0.281 -1.431 0.709
H -1.418 -2.225 -0.168

Results of the Löwdin charge analysis, in e, for atoms 1 through 8: atom 1 (C): -0.036, atom 2 (N): 0.040, atom 3 (N): -0.097, atom 4 (O): -0.714, atom 5 (S): 0.720, atom 6 (H): -0.138, atom 7 (H): 0.094, atom 8 (H): 0.043